Here is an isolated molecule of C24H27N3O3 from OMol25. Energies are from ωB97M-V/def2-TZVPD.

Summary:
Gap between HOMO and LUMO   8.14 eV
Spin multiplicity   1
SMILES   CCOc1ccc2[nH]c(=O)c(CN(Cc3ccccc3)C(=O)N3CCCC3)cc2c1
Relative energy (zero: lowest compared OMol25 entry of this formula, charge and spin)   13.9 kcal per mole
Calculated total energy   -1320.78755 Ha
E_HOMO   -7.929 eV

Each line ends with the Löwdin charge.
Atoms and positions in Å:
C -6.02194 -2.71213 0.18550  -0.064
C -5.57422 -1.87719 -1.01079  -0.250
O -4.17213 -1.70381 -1.06148  -0.056
C -3.55886 -0.83729 -0.20990  -0.265
C -2.17232 -0.83635 -0.25222  0.054
C -1.42689 0.02481 0.55006  -0.146
C -2.09681 0.90131 1.42367  -0.196
C -3.48826 0.89872 1.46302  -0.006
C -4.21248 0.04437 0.65886  -0.015
H -5.28892 0.07679 0.71078  0.106
H -4.00473 1.57455 2.12908  0.115
N -1.35279 1.74008 2.21058  0.174
C 0.01682 1.84871 2.20021  -0.437
O 0.57285 2.65372 2.92851  0.052
C 0.70153 0.95367 1.26575  -0.107
C -0.00128 0.08812 0.50572  0.035
H 0.50882 -0.55235 -0.19692  0.111
C 2.19433 1.12912 1.18445  -0.091
N 2.72352 0.99466 -0.15663  -0.022
C 3.86020 0.25868 -0.42333  -0.481
O 4.67645 0.61772 -1.25334  0.059
N 4.01772 -0.90128 0.30672  -0.042
C 2.92553 -1.84319 0.53813  -0.159
C 3.61014 -3.19389 0.74961  -0.165
H 3.89503 -3.30744 1.79618  0.114
C 4.85860 -3.08060 -0.11861  -0.165
C 5.26981 -1.63226 0.11877  -0.147
H 5.86603 -1.54283 1.03420  0.123
H 5.82721 -1.19648 -0.71083  0.115
H 4.60427 -3.23399 -1.16809  0.115
H 5.63816 -3.78517 0.16185  0.109
H 2.96389 -4.02411 0.47097  0.110
H 2.27528 -1.88324 -0.34435  0.121
H 2.31553 -1.56821 1.40072  0.108
C 2.52106 2.17984 -0.98536  -0.094
C 1.06276 2.35685 -1.30377  -0.218
C 0.30045 3.31776 -0.65357  -0.044
C -1.05906 3.41700 -0.89456  -0.075
C -1.67077 2.55859 -1.79081  -0.089
C -0.91412 1.61129 -2.45995  -0.083
C 0.44387 1.51443 -2.21938  -0.046
H 1.03627 0.77393 -2.73741  0.120
H -1.38707 0.94572 -3.16709  0.106
H -2.73360 2.62808 -1.97028  0.104
H -1.64239 4.16499 -0.37721  0.107
H 0.76973 3.98525 0.05486  0.120
H 2.90673 3.06920 -0.46955  0.136
H 3.10390 2.03104 -1.89717  0.127
H 2.70200 0.42789 1.84986  0.131
H 2.41552 2.13689 1.56651  0.133
H -1.83794 2.37464 2.83410  0.165
H -1.67383 -1.51055 -0.93007  0.131
H -6.08782 -0.90795 -1.02674  0.115
H -5.81189 -2.40438 -1.93893  0.123
H -5.76841 -2.22058 1.12168  0.067
H -5.52831 -3.68034 0.16284  0.080
H -7.09713 -2.86283 0.14516  0.077

Forces on atoms 1 to 2 (eV/Å):
C 0.25 0.23 -0.25
C -0.36 -0.16 0.12

Here is a structure of composition C24H27N4OReSSi from OMol25. Energies are from ωB97M-V/def2-TZVPD.

Summary:
Gap between HOMO and LUMO (alpha / beta)   6.40 / 6.63 eV
Charge   +3
Spin multiplicity   2
Relative energy (zero: lowest compared OMol25 entry of this formula, charge and spin)   1.9 kcal per mole
Calculated total energy   -1990.02816 Ha
E_HOMO (alpha / beta)   -17.521 / -17.575 eV

Each line ends with the Löwdin charge.
Atoms and positions in Å:
Re 0.06957 -0.18242 -0.66771  1.318
C -0.16399 -5.17045 -2.25668  0.031
N -0.68562 -4.57365 -1.01422  -0.084
C -1.59609 -5.17678 -0.17071  0.038
C -1.84512 -4.32211 0.83574  0.028
N -1.06586 -3.18147 0.60912  0.027
C -0.37981 -3.36852 -0.54558  -0.592
S 0.64705 -2.26428 -1.41002  0.722
C -1.00377 -2.11186 1.53389  -0.202
C -1.25735 -2.39876 2.86502  0.050
C -1.36757 -1.36813 3.78204  0.042
C -1.22086 -0.05996 3.34593  0.013
C -0.90170 0.15213 2.02915  -0.086
N -0.76237 -0.84663 1.11333  -0.049
H -0.54045 -6.18645 -2.31638  0.114
H 0.92217 -5.18625 -2.22252  0.107
H -0.51494 -4.59453 -3.10967  0.109
H -1.99762 -6.15577 -0.37131  0.159
H -2.52479 -4.40718 1.66288  0.146
H -1.36189 -3.42312 3.18735  0.136
H -1.56757 -1.59060 4.82246  0.148
H -1.31990 0.78202 4.01616  0.141
H -0.72352 1.15044 1.65674  0.118
C 2.56471 -1.06203 1.85383  -0.160
Si 3.13468 0.29338 0.71556  0.517
C 4.32394 -0.36337 -0.54002  -0.142
C 3.60403 1.83049 1.62375  -0.139
N 1.57107 0.79085 -0.27143  -0.188
C 1.51608 1.91101 -1.12434  -0.249
C 2.62620 2.54002 -1.71417  0.014
C 2.41843 3.62747 -2.53158  0.003
C 1.12451 4.09520 -2.80384  0.023
C 0.00513 3.49059 -2.25495  0.042
C 0.22143 2.42061 -1.41440  -0.187
O -0.78550 1.68890 -0.77762  -0.217
C -2.17257 2.09896 -0.74134  -0.254
C -2.49399 3.27352 -0.09515  -0.001
C -3.84107 3.60164 -0.02665  -0.018
C -4.80118 2.76126 -0.58016  -0.023
C -4.43082 1.58599 -1.21850  -0.028
C -3.08703 1.24295 -1.31253  -0.017
H 3.39870 -1.24614 2.53862  0.065
H 2.37103 -2.00327 1.33481  0.029
H 1.71096 -0.80183 2.48253  0.023
H 5.12267 -0.87189 0.00856  0.065
H 4.80159 0.38676 -1.16787  0.042
H 3.85971 -1.11013 -1.18819  0.039
H 4.44302 1.58759 2.28209  0.064
H 2.79239 2.19508 2.25670  0.049
H 3.92946 2.64801 0.97996  0.045
H 3.62801 2.18221 -1.53142  0.108
H 3.26815 4.12515 -2.97850  0.138
H 0.99471 4.94617 -3.45938  0.140
H -0.99562 3.83917 -2.46786  0.144
H -1.73580 3.90821 0.34519  0.139
H -4.13793 4.51788 0.46539  0.131
H -5.84606 3.03348 -0.52181  0.130
H -5.18006 0.94762 -1.66582  0.127
H -2.76098 0.37283 -1.87447  0.113

Forces on atoms 1 to 2 (eV/Å):
Re -0.07 -0.07 -0.03
C -0.02 0.03 0.06

Here is an isolated molecule of C24H27N5O2S at a distorted geometry from OMol25. Energies are from ωB97M-V/def2-TZVPD.

Summary:
Gap between HOMO and LUMO   8.97 eV
Spin multiplicity   1
SMILES   CCc1cccc(N(C(=O)c2csnn2)[C@@H](C(=O)NC2CCCCC2)c2cccnc2)c1
Relative energy (zero: lowest compared OMol25 entry of this formula, charge and spin)   34.4 kcal per mole
Calculated total energy   -1753.22364 Ha
E_HOMO   -8.785 eV

Each line ends with the Löwdin charge.
Atoms and positions in Å:
C -4.86951 -0.97826 -2.43033  -0.089
H -5.73931 -0.68520 -1.84726  0.079
H -4.34374 -1.75732 -1.88296  0.057
H -5.20541 -1.38813 -3.37994  0.069
C -3.95221 0.22502 -2.65881  -0.206
C -3.51378 0.79400 -1.34053  -0.230
C -2.45312 0.22051 -0.65550  0.018
C -2.08909 0.68656 0.59999  -0.249
C -2.76249 1.75699 1.17188  -0.013
C -3.80650 2.34372 0.48165  -0.054
C -4.18514 1.86145 -0.75865  -0.031
H -5.01122 2.31913 -1.28313  0.112
H -4.33517 3.17635 0.92067  0.106
H -2.47597 2.11639 2.14799  0.124
N -1.01828 0.06691 1.28827  0.071
C -0.98998 -1.25264 1.57574  -0.390
O 0.00282 -1.80263 2.02602  0.093
C -2.25777 -1.99150 1.35980  -0.291
C -2.33602 -3.31668 0.99224  -0.309
S -3.97902 -3.74605 0.89485  0.997
N -4.44028 -2.21243 1.35137  -0.317
N -3.47563 -1.44273 1.54818  -0.024
H -1.53581 -3.99542 0.78512  0.079
C 0.24232 0.76943 1.51640  -0.131
C 0.19683 2.21099 1.10605  -0.166
C 0.33522 3.22547 2.04770  -0.102
N 0.30058 4.51062 1.74974  0.065
C 0.12690 4.85548 0.48598  -0.147
C -0.00463 3.93182 -0.54052  -0.036
C 0.03307 2.58544 -0.22475  -0.006
H -0.04920 1.83036 -0.99153  0.118
H -0.13259 4.25645 -1.56119  0.104
H 0.09786 5.91969 0.29323  0.103
H 0.47704 2.99459 3.09689  0.116
H 0.48733 0.68398 2.58290  0.154
C 1.32096 0.04696 0.66773  -0.455
O 1.09808 -0.24332 -0.48842  0.080
N 2.48706 -0.13086 1.30653  0.127
H 2.49546 0.00347 2.30416  0.146
C 3.61686 -0.86303 0.74316  -0.297
C 3.23928 -2.31073 0.42228  -0.151
C 4.45402 -3.06237 -0.11067  -0.201
C 5.00188 -2.37092 -1.35563  -0.208
C 5.36432 -0.92162 -1.04566  -0.201
C 4.14924 -0.16933 -0.51150  -0.153
H 4.41426 0.86359 -0.27425  0.119
H 3.36106 -0.15470 -1.26402  0.112
H 5.73325 -0.42841 -1.94686  0.108
H 6.16391 -0.89847 -0.30069  0.112
H 5.88164 -2.90414 -1.72193  0.106
H 4.24372 -2.39118 -2.14084  0.116
H 4.17536 -4.09084 -0.34729  0.108
H 5.22993 -3.09491 0.65859  0.113
H 2.84572 -2.79252 1.31934  0.118
H 2.44831 -2.30236 -0.32786  0.116
H 4.39938 -0.85607 1.51063  0.154
H -1.89414 -0.59322 -1.09634  0.138
H -4.48740 0.98347 -3.23279  0.108
H -3.08030 -0.09086 -3.23527  0.112

Forces on atoms 1 to 2 (eV/Å):
C 0.06 0.12 -0.17
H -0.10 -0.02 0.06

- What is the spin multiplicity in the third record?
  1